# 1
ORCA calculation (ωB97M-V/def2-TZVPD) on 4 unconnected molecules or ions with the total composition C34H32BrClN2O6 in a non-equilibrium geometry.

XYZ file:
```
76
Properties=species:S:1:pos:R:3:forces:R:3
Br -0.53779 1.65030 -2.12060 0.60 -0.94 -0.68
Cl -2.54717 -4.10805 -5.21260 2.10 0.62 2.32
O -0.11299 7.70288 6.15357 -0.22 -0.62 -0.43
O -3.69217 2.95686 -6.62484 -0.01 0.41 0.67
O 2.79694 0.29674 1.76406 -0.33 0.28 0.61
O -3.73715 5.57648 -1.99829 0.00 -0.35 -0.67
O -0.72469 1.35017 5.60565 0.58 -0.51 -0.45
O -1.58775 3.42970 3.35456 0.23 0.57 0.29
N -0.77203 -2.35625 -3.76777 1.17 -6.67 3.63
N 0.07909 -4.89165 -1.76641 -2.25 3.95 -4.60
C 1.83309 -3.30623 -0.47037 0.71 3.85 -1.13
C -0.45305 6.71997 5.50956 0.27 0.72 0.55
C 2.64327 -5.92019 -0.05624 0.29 -0.53 0.65
C 1.81974 -7.10253 0.74575 -0.71 -0.70 -1.06
C 1.98694 0.53850 2.64835 0.30 -0.15 -0.62
C 2.42392 0.94380 3.99890 -0.06 0.13 0.48
C -0.37966 5.36269 6.08594 -0.07 -0.37 -0.13
C 2.30428 -4.45601 0.59898 0.55 0.93 -0.34
C 0.23790 -2.31370 -2.65459 1.35 1.28 1.05
C -1.24769 4.41261 3.99858 -0.22 -0.53 -0.35
C 2.58135 -1.81851 -0.31690 -3.03 -1.58 -2.63
C -1.29239 -3.76419 -3.84078 1.58 1.34 1.39
C -0.53485 -7.75461 2.02587 0.98 -0.19 -0.96
C -1.32109 5.76989 3.42219 0.04 0.46 -0.02
C -0.91091 -5.02614 -2.88817 2.00 2.85 1.30
C 0.19481 -6.89030 0.79480 -1.52 -0.22 0.21
C -3.72755 4.97354 -3.06265 0.01 0.38 0.74
C -0.74889 4.28800 5.38237 0.18 0.23 0.49
C 2.16278 -0.56979 -1.29540 -2.43 -4.37 -0.79
C 1.53815 1.20984 4.96376 0.44 0.02 -0.15
C 0.08530 1.10841 4.72136 -0.61 -0.07 0.39
C 1.89425 1.22118 -3.95343 -0.71 0.58 0.61
C 0.99618 -0.84222 -2.41447 1.47 -0.46 1.59
C -4.58627 5.39105 -4.18848 -0.18 -0.04 -0.46
C 2.20038 2.64215 -3.14777 1.42 -0.34 -0.84
C 0.53410 0.43707 2.40595 -0.35 0.02 0.13
C -0.95185 6.84458 4.12577 -0.17 -0.21 -0.41
C -0.35167 0.70311 3.37081 0.05 -0.19 -0.40
C -4.57347 4.73299 -5.35172 -0.18 0.38 0.29
C 0.55913 0.46033 -3.36279 0.91 -1.67 0.14
C -2.84305 3.14228 -4.43465 0.13 0.11 0.45
C -2.85585 3.80035 -3.27141 0.04 -0.21 -0.26
C 0.68508 -3.52084 -1.65862 -0.07 -0.07 0.03
C -3.70177 3.55980 -5.56048 0.05 -0.49 -0.76
H -0.70027 3.28566 5.79074 -0.09 0.30 0.01
H -1.68844 5.84365 2.40589 -0.01 -0.03 0.01
H -1.55048 -7.26491 2.37814 2.24 -1.01 -0.70
H -2.20875 2.28036 -4.60367 -0.03 0.01 0.02
H 1.65573 1.50192 -5.07297 0.73 -0.73 2.22
H 3.31789 -4.07670 1.10272 -2.33 -0.53 -1.19
H -1.00047 7.84692 3.71739 0.01 -0.02 0.04
H 3.49290 1.01291 4.16116 -0.02 -0.01 -0.03
H 1.42728 3.47896 -3.43848 1.53 -1.82 0.76
H 2.78694 0.44507 -3.84718 -1.89 1.88 -0.42
H 0.27576 -7.81155 2.89575 -2.11 -0.09 -1.62
H 0.23046 0.13785 1.41020 0.04 0.00 -0.03
H -1.42161 -6.08393 -3.06437 1.26 2.67 0.43
H 2.29133 2.49713 -1.99020 -0.45 0.31 -2.28
H 1.84179 1.50906 5.95951 -0.02 -0.01 0.00
H -2.23285 3.50685 -2.43537 -0.15 0.13 -0.12
H -1.42065 0.63400 3.20855 0.08 0.06 0.05
H 2.01193 -8.10754 0.13103 -0.34 2.04 1.51
H -5.19647 5.02649 -6.18776 0.03 -0.04 0.00
H -0.17365 0.17403 -4.22878 1.44 0.31 1.95
H -0.15562 -5.77841 0.94585 1.08 -2.05 -0.43
H 3.79904 -6.14951 0.12948 -2.49 0.59 -0.49
H 3.41621 -1.64602 0.51207 -2.12 -0.56 -2.06
H -5.22057 6.25297 -4.01946 0.03 -0.02 0.02
H -0.35589 -7.26822 -0.19432 1.54 1.01 1.97
H 2.72751 0.45003 -1.13897 -1.52 -2.23 -0.54
H 2.47166 -5.96323 -1.23605 0.12 0.16 2.80
H 3.28114 2.98001 -3.51946 -2.34 -0.54 0.75
H -0.01230 5.28892 7.10224 -0.01 0.04 -0.01
H 2.18903 -7.28389 1.84672 -0.47 0.63 -2.17
H -0.75629 -8.82714 1.55332 0.48 2.20 1.51
H 1.51276 -4.47582 1.46896 1.45 -0.27 -1.85
```
Forces are in eV/Å.

The value obtained for the molar mass is 679.995 g mol⁻¹. For the HOMO energy, the calculation gives -8.2 eV. Its SMILES is CCCCCc1ccc([C@@H](Br)CC)c2nc(Cl)cnc12.O=C1C=CC(=O)C=C1.O=C1C=CC(=O)C=C1.O=C1C=CC(=O)C=C1. The value obtained for the HOMO-LUMO gap is 0.23635 Eh. The value obtained for the relative energy (zero: lowest compared OMol25 entry of this formula, charge and spin) is 722.4 kJ/mol. The calculation puts the LUMO energy at -1.82 eV.

---

# 2
ORCA calculation (ωB97M-V/def2-TZVPD) on a molecular structure, C34H32ClN2O3OsSi in a non-equilibrium geometry.

XYZ file:
```
74
Properties=species:S:1:pos:R:3:forces:R:3
Os 0.19857 -0.42178 -0.16946 -2.65 4.05 -0.57
Cl -6.32888 -4.28988 0.42549 -0.01 -0.02 0.00
Si -0.00294 -1.33346 -3.18238 0.12 -1.44 -0.54
O -0.25498 -2.57300 0.54198 1.09 0.66 -1.07
O -1.96443 -0.42790 -0.02946 1.15 0.63 0.21
O -0.08179 1.98345 -0.24256 0.31 -1.65 -0.45
N 0.05214 -0.31786 2.04644 -0.07 -1.02 -0.88
N 0.22760 0.10238 -2.13654 -0.05 -2.56 2.28
C 0.25890 -1.21161 -5.04931 0.00 0.43 0.32
C 0.58888 1.82870 -3.81632 -0.08 -0.35 0.29
C 2.45460 -0.40390 2.59747 -0.27 -0.02 0.03
C -5.27226 -1.81482 0.08302 0.12 -0.11 0.05
C 3.43388 -0.21154 3.58160 -0.04 0.00 0.08
C -4.25126 -0.91167 0.00088 0.20 0.25 -0.02
C -0.15592 2.89462 0.81473 0.08 0.19 0.73
C -1.28182 3.68401 0.97561 -0.13 -0.21 -0.20
C 1.25840 -2.60960 -2.58839 -0.33 0.25 -0.06
C 4.11175 -1.44843 1.09210 0.09 0.15 -0.07
C 0.73636 3.15774 -4.12975 0.02 0.26 0.01
C 1.83313 0.65259 5.14370 -0.02 0.01 -0.01
C 4.79916 -1.47381 -0.10888 0.04 -0.04 0.00
C -1.77822 -1.91915 -2.93582 0.30 0.24 0.06
C 3.01560 -0.23854 -1.10840 0.06 0.00 -0.01
C -2.88888 -1.30307 0.12315 -0.46 -0.70 0.18
C -5.00777 -3.17900 0.32101 0.05 -0.04 0.02
C 0.18066 2.42070 -1.51540 0.19 -0.09 -0.63
C 0.32989 3.75463 -1.83389 0.03 0.19 0.11
C -2.64564 -2.68803 0.38753 0.17 0.38 -0.25
C 2.23234 -0.33440 0.05319 0.24 -0.77 0.25
C 0.31225 1.40332 -2.49745 -0.04 1.63 -0.01
C 0.89020 2.93006 1.71977 0.06 -0.15 -0.27
C 0.60775 4.13023 -3.14039 0.00 -0.27 0.02
C 0.80800 3.78086 2.81142 -0.01 0.10 0.01
C -1.34959 4.53652 2.06631 0.02 0.06 0.00
C 4.28701 -0.78084 -1.19278 0.10 0.13 0.18
C 0.84920 0.48138 4.18896 -0.17 -0.05 -0.02
C 3.13252 0.28022 4.83804 0.00 0.01 0.00
C 1.14713 -0.06301 2.94699 0.45 0.05 0.32
C -0.30636 4.59004 2.98109 0.04 -0.06 0.03
C -3.72298 -3.60241 0.47372 -0.08 -0.10 0.05
C 2.88955 -0.78255 1.23014 0.15 -0.07 -0.32
C -1.33225 -3.20146 0.51401 -0.42 -0.10 -0.01
H -0.24368 -1.28804 2.16538 -0.12 0.10 0.35
H 2.61649 0.26235 -1.97984 -0.05 -0.17 -0.04
H 2.27065 -2.32231 -2.87390 0.00 0.03 -0.01
H -2.09112 3.62498 0.25851 0.01 -0.01 0.00
H 4.46732 -0.42375 3.35196 0.00 0.01 -0.07
H -0.36374 5.25783 3.82978 -0.01 0.01 0.00
H 1.27015 -0.91454 -5.33300 0.01 0.00 0.01
H -4.45368 0.13667 -0.17621 0.00 -0.01 -0.03
H -0.74161 0.27104 2.28294 -0.05 0.07 -0.14
H 5.75062 -1.98368 -0.17672 -0.02 -0.03 -0.01
H 1.75074 2.29026 1.56178 0.02 0.03 0.00
H -0.45230 -0.54505 -5.54031 -0.01 -0.02 -0.03
H -1.86562 -2.54917 -2.05258 -0.01 -0.01 0.01
H -1.26414 -4.29462 0.61075 0.12 0.08 0.21
H 0.97090 3.44068 -5.14648 -0.02 0.02 0.00
H 1.04244 -3.57045 -3.06141 -0.06 0.00 -0.05
H -3.51159 -4.64537 0.67628 -0.02 -0.01 -0.04
H 1.24985 -2.76025 -1.50819 0.02 -0.03 -0.02
H -2.22171 5.16190 2.20004 -0.01 -0.01 -0.01
H 1.62272 3.81296 3.52219 -0.01 -0.01 0.01
H -2.47639 -1.08841 -2.82033 -0.01 0.02 -0.01
H 0.24950 4.49810 -1.05375 -0.01 0.04 -0.04
H -0.17487 0.76255 4.41050 -0.01 -0.03 0.01
H -2.09710 -2.50965 -3.79575 0.06 0.00 -0.05
H -6.29917 -1.49414 -0.03154 0.00 0.02 0.00
H 0.73785 5.17630 -3.37898 -0.02 0.01 0.00
H 4.54735 -1.94851 1.94668 0.01 0.09 0.06
H 3.91848 0.39417 5.57233 0.02 0.03 -0.02
H 4.85892 -0.68773 -2.10693 -0.03 0.00 -0.03
H 1.58833 1.06826 6.11134 -0.02 0.00 0.00
H 0.71896 1.08107 -4.58211 -0.01 0.01 -0.01
H 0.09486 -2.21356 -5.45131 -0.03 -0.05 0.09
```
Forces are in eV/Å.

The value obtained for the molar mass is 770.410 g mol⁻¹. For the HOMO energy (alpha / beta), the calculation gives -10.5 / -10.4 eV. As for the charge: +1. The value obtained for the HOMO-LUMO gap (alpha / beta) is 0.20237 / 0.19166 Eh. The value obtained for the relative energy (zero: lowest compared OMol25 entry of this formula, charge and spin) is 130.4 kJ/mol. The calculation puts the LUMO energy (alpha / beta) at -4.97 / -5.14 eV.

---

# 3
ORCA calculation (ωB97M-V/def2-TZVPD) on a molecular structure, C34H32N5NaP2S in a non-equilibrium geometry.

XYZ file:
```
75
Properties=species:S:1:pos:R:3:forces:R:3
S 0.34359 1.69008 2.15724 0.19 -0.04 -1.18
P 1.04743 0.12434 -1.53196 0.48 -0.35 -0.27
P -1.26721 -1.53689 -0.56357 0.00 -0.69 0.11
Na -0.97242 1.08823 0.13035 -0.18 0.27 0.37
N -0.14555 3.26723 4.16788 -0.13 0.28 -0.02
N 0.64439 1.07998 4.65623 0.09 -0.24 0.05
N -4.82685 5.12000 -2.87245 -0.15 0.24 -0.11
N 0.14822 -1.32580 -1.49019 0.26 -0.33 0.10
N -2.25568 2.27569 -1.26521 -0.04 -0.01 -0.07
C 4.65309 -1.54921 0.76956 0.06 0.06 0.08
C 2.81315 0.64512 -3.62928 -0.07 -0.07 0.09
C 2.92795 0.10063 0.52897 -0.06 0.06 -0.23
C 0.54426 -2.15639 1.54261 0.00 -0.02 -0.02
C 0.42226 2.68451 6.39179 -0.01 -0.03 -0.07
C -1.27013 -1.35940 3.48752 -0.02 -0.04 0.19
C -4.01258 2.85888 -2.77687 0.00 0.08 0.07
C -1.45074 -3.29103 -1.05214 -0.41 0.17 -0.01
C 0.72244 1.41350 5.92461 0.01 0.29 0.43
C -1.47709 -4.34355 -0.14755 0.04 0.19 0.03
C -1.61801 -1.30184 2.15293 -0.06 -0.11 -0.18
C 0.89546 -2.19720 2.87929 0.10 -0.04 0.00
C 3.97728 -0.44162 1.25110 0.13 -0.09 0.11
C 3.25911 0.59264 -4.93730 0.08 0.07 -0.01
C -0.04760 3.59160 5.44237 0.13 -0.08 0.51
C -4.00172 4.18695 -2.33608 0.36 -0.24 0.14
C -0.44799 4.98553 5.82449 0.03 -0.05 0.04
C -3.06900 4.51968 -1.34633 -0.13 0.00 -0.07
C 1.63213 0.00516 -3.26283 -0.15 0.40 -0.04
C 0.87836 -0.63906 -4.23743 -0.03 -0.03 0.14
C -1.54954 -5.90518 -1.97073 -0.02 -0.12 0.06
C 3.25459 -1.56826 -1.17713 -0.01 0.01 0.02
C -3.13229 1.96289 -2.21367 -0.14 -0.05 -0.15
C 2.55379 -0.46986 -0.68007 0.01 0.26 -0.09
C 2.51816 -0.08188 -5.89618 0.01 -0.03 -0.07
C -0.71761 -1.70467 1.17064 -0.13 0.01 -0.23
C -1.51701 -5.64799 -0.61020 -0.03 -0.12 0.00
C -0.00870 -1.80029 3.85059 -0.10 -0.05 -0.03
C -1.58137 -4.85657 -2.87739 0.00 -0.05 -0.07
C 1.32536 -0.69358 -5.54581 0.07 0.02 -0.17
C 4.30020 -2.10551 -0.45137 -0.03 -0.18 -0.12
C 0.25293 2.04062 3.80299 -0.08 0.13 0.37
C -2.23582 3.54125 -0.85382 -0.06 0.28 -0.01
C -1.54473 -3.55492 -2.41751 -0.01 0.00 0.01
H -4.70827 2.54646 -3.53932 -0.06 -0.10 -0.12
H -5.57550 4.83406 -3.47599 -0.02 0.06 0.03
H -2.60094 -0.95000 1.85577 -0.02 0.07 0.05
H 0.09086 5.70227 5.20843 0.01 0.05 -0.04
H -1.50949 3.77183 -0.08551 0.05 0.14 0.14
H 5.46134 -1.98299 1.33923 0.09 -0.02 0.07
H 4.25118 -0.00459 2.19943 0.02 0.04 0.10
H 1.88852 -2.51884 3.16244 0.03 -0.03 0.01
H -3.01462 5.52931 -0.97105 0.07 0.12 0.08
H -1.96833 -1.03024 4.24314 -0.04 0.02 0.06
H -1.62965 -5.05665 -3.93894 -0.01 -0.01 -0.04
H 0.54696 2.95629 7.42795 -0.05 0.00 0.10
H -1.44819 -4.13630 0.91367 0.06 -0.05 0.04
H 4.18773 1.07612 -5.20832 0.03 0.02 -0.02
H -1.51369 -6.46231 0.10017 0.00 -0.08 0.01
H 1.05297 0.62873 6.60053 0.00 0.04 0.09
H 3.38401 1.16570 -2.87094 0.12 0.03 -0.02
H 4.83279 -2.96556 -0.83409 0.05 -0.03 0.00
H 0.74422 -1.21553 -6.29500 -0.02 0.01 -0.01
H 2.87033 -0.12639 -6.91631 0.03 -0.01 -0.08
H -4.88742 6.02765 -2.44716 -0.07 -0.04 -0.05
H 2.37543 0.94165 0.92325 0.02 0.03 0.08
H -3.12083 0.92972 -2.53067 -0.08 -0.13 -0.08
H -1.57691 -2.72967 -3.11671 0.04 0.01 -0.06
H -1.51247 5.13295 5.64942 -0.06 0.00 -0.03
H 0.27286 -1.82492 4.89121 0.04 0.05 0.08
H -1.55918 -6.92495 -2.32402 -0.02 -0.11 -0.05
H 1.26346 -2.46845 0.79478 0.02 0.02 -0.04
H 2.97936 -2.00464 -2.13175 0.04 0.00 -0.02
H -0.23161 5.17821 6.87258 -0.02 0.06 0.06
H -0.05620 -1.10824 -3.96473 -0.01 -0.05 0.03
H 0.74675 -2.15452 -1.51954 -0.23 0.14 -0.10
```
Forces are in eV/Å.

The value obtained for the molar mass is 627.670 g mol⁻¹. For the HOMO energy, the calculation gives -6.7 eV. The value obtained for the HOMO-LUMO gap is 0.25287 Eh. The value obtained for the relative energy (zero: lowest compared OMol25 entry of this formula, charge and spin) is 30.9 kJ/mol. The calculation puts the LUMO energy at 0.19 eV.

---

- Among the records above, which one has the highest relative energy (zero: lowest compared OMol25 entry of this formula, charge and spin)?
  C34H32BrClN2O6